Model a:
This record from the OMol25 dataset describes C4H8O2 as an isolated structure. The level of theory is ωB97M-V/def2-TZVPD.

Structure (XYZ):
```
14
Properties=species:S:1:pos:R:3:lowdin_charge:R:1
C -0.77501 -0.22556 1.95721 -0.066
O -0.25702 0.64853 0.95825 -0.156
C 0.64045 0.08035 0.14579 -0.198
C -0.51152 -0.49439 -1.55489 0.054
C 1.58371 0.95013 -0.52301 -0.286
O 2.02174 0.87099 -1.65935 -0.005
H -1.27963 0.40092 2.69549 0.091
H -1.50092 -0.91663 1.51000 0.092
H 0.03558 -0.79659 2.41876 0.094
H 0.21044 -0.85300 -0.58444 0.058
H -0.77952 -1.52409 -1.81213 0.070
H -1.37266 0.09080 -1.23842 0.070
H 0.10356 -0.01895 -2.31489 0.050
H 1.99864 1.67509 0.20927 0.131
```

## Properties
Kohn-Sham gap (eV): 8.82
Charge: 0
HOMO level (eV): -8.3810


Model b:
This record from the OMol25 dataset describes one molecule with the formula C4H8O2. The level of theory is ωB97M-V/def2-TZVPD.

Structure (XYZ):
```
14
Properties=species:S:1:pos:R:3:lowdin_charge:R:1
C 1.93213 -0.02402 0.54138 -0.104
O 0.74413 0.71892 0.63204 -0.146
C -0.20817 0.45305 -0.35661 -0.306
C -0.76248 -0.97455 -0.54634 -0.130
O -2.09568 -0.52743 -0.26808 -0.105
C -1.61902 0.76545 0.13506 -0.121
H 1.76604 -1.07356 0.82185 0.085
H 2.37597 0.00555 -0.46447 0.094
H 2.63685 0.42049 1.24851 0.091
H 0.07022 0.92493 -1.31088 0.153
H -0.40512 -1.70586 0.19100 0.119
H -0.68017 -1.39889 -1.55413 0.121
H -1.62587 0.88779 1.22576 0.128
H -2.17020 1.58241 -0.33991 0.121
```

## Properties
Kohn-Sham gap (eV): 10.74
Charge: 0
HOMO level (eV): -9.7078
Structure (SMILES): COC1COC1


Model c:
This record from the OMol25 dataset describes one molecule with the formula C4H8O2. The level of theory is ωB97M-V/def2-TZVPD.

Structure (XYZ):
```
14
Properties=species:S:1:pos:R:3:lowdin_charge:R:1
C -0.39217 -1.26767 -1.48691 -0.004
C 0.07491 -0.85528 -0.07483 -0.288
O 0.97042 -1.56208 0.35637 0.054
C -0.27369 0.36498 0.94638 -0.371
C 0.12625 1.66920 0.27791 -0.055
O 0.51229 0.11803 2.07179 -0.049
H -1.45480 -1.14140 -1.69354 0.074
H 0.17078 -0.78235 -2.29957 0.088
H -0.13665 -2.33365 -1.56911 0.084
H -1.31220 0.49045 1.30898 0.146
H 1.16225 1.59784 -0.06600 0.089
H -0.54589 1.87252 -0.56141 0.081
H 0.05469 2.48247 1.00822 0.085
H 1.04382 -0.65306 1.78170 0.064
```

## Properties
Kohn-Sham gap (eV): 11.01
Charge: 0
HOMO level (eV): -10.1211
Structure (SMILES): CC(=O)[C@H](C)O


Model d:
This record from the OMol25 dataset describes a 3-piece molecular cluster, C4H8O2 overall. The level of theory is ωB97M-V/def2-TZVPD.

Structure (XYZ):
```
14
Properties=species:S:1:pos:R:3:lowdin_charge:R:1
C 1.03843 -0.89727 -1.35466 -0.073
C 0.19027 -1.85709 -0.99954 -0.087
H 2.11286 -1.06491 -1.37875 0.054
H 0.70704 0.10392 -1.61577 0.037
H -0.88423 -1.68894 -0.97474 0.049
H 0.53392 -2.85142 -0.72348 0.047
C -0.43712 -0.21501 1.78100 -0.126
O -1.45537 0.27801 1.35572 -0.030
H 0.55807 0.17304 1.50098 0.075
H -0.46266 -1.07336 2.47792 0.090
C -0.48410 2.26913 -0.01413 -0.171
O 0.70301 2.04928 -0.07785 -0.042
H -0.93029 2.84183 0.81880 0.088
H -1.18981 1.93279 -0.79549 0.089
```

## Properties
Kohn-Sham gap (eV): 10.68
Charge: 0
HOMO level (eV): -9.9451
Structure (SMILES): C=C.C=O.C=O


What should be chosen as the most stable of them? Choose model c.


Model a:
This record from the OMol25 dataset describes one molecule with the formula C4H8O2. The level of theory is ωB97M-V/def2-TZVPD.

Structure (XYZ):
```
14
Properties=species:S:1:pos:R:3:lowdin_charge:R:1
C -1.78598 0.04367 0.36074 -0.040
C -0.28068 -0.00335 0.53672 -0.362
C 0.44688 -1.03354 -0.36679 -0.140
O 1.29106 -0.25152 -1.19209 -0.082
C 1.49812 0.92938 -0.46740 -0.236
O 0.27398 1.24394 0.13227 -0.064
H -2.24624 -0.89248 0.69588 0.085
H -2.21183 0.86600 0.94298 0.082
H -2.03361 0.20183 -0.69395 0.090
H -0.02762 -0.18891 1.59156 0.144
H 1.03680 -1.74133 0.23275 0.123
H -0.23937 -1.59578 -1.00763 0.126
H 2.27783 0.77979 0.30255 0.136
H 1.78735 1.72833 -1.15235 0.138
```

## Properties
Kohn-Sham gap (eV): 11.18
Charge: 0
HOMO level (eV): -10.1017
Structure (SMILES): C[C@H]1COCO1


Model b:
This record from the OMol25 dataset describes one molecule with the formula C4H8O2. The level of theory is ωB97M-V/def2-TZVPD.

Structure (XYZ):
```
14
Properties=species:S:1:pos:R:3:lowdin_charge:R:1
C -1.27838 1.18108 -0.99451 -0.024
C -0.59982 0.68868 0.31526 -0.347
O -1.42357 -0.11349 0.69782 0.015
C 0.90530 0.39055 0.65334 -0.084
C 1.04041 -1.15146 0.65686 -0.270
O 0.62941 -1.70352 -0.57539 -0.062
H -2.06988 1.90903 -0.78238 0.082
H -0.48192 1.53323 -1.61368 0.055
H -1.77365 0.33191 -1.52615 0.097
H 1.54008 0.80142 -0.13579 0.108
H 1.29938 0.78380 1.60332 0.117
H 0.46101 -1.57746 1.48696 0.118
H 2.08548 -1.44805 0.79964 0.121
H -0.33385 -1.62572 -0.58531 0.076
```

## Properties
Kohn-Sham gap (eV): 10.00
Charge: 0
HOMO level (eV): -9.4340
Structure (SMILES): CC(=O)CCO


What should be chosen as the most stable of them? Choose model a.


Model a:
This record from the OMol25 dataset describes C4H8O2 as an isolated structure. The level of theory is ωB97M-V/def2-TZVPD.

Structure (XYZ):
```
14
Properties=species:S:1:pos:R:3:lowdin_charge:R:1
C -0.41086 -1.35358 -1.53567 -0.101
O -0.89404 -0.68044 -0.39729 -0.139
C 0.11758 -0.12101 0.37692 -0.321
C 0.69808 1.27944 0.06648 -0.131
O 0.58386 1.62539 1.45066 -0.107
C -0.34301 0.55018 1.66694 -0.124
H 0.08673 -0.66593 -2.23515 0.093
H 0.30158 -2.14745 -1.26209 0.091
H -1.27170 -1.80537 -2.03351 0.090
H 0.93340 -0.83764 0.55282 0.153
H 0.04186 1.88935 -0.56845 0.126
H 1.72956 1.33867 -0.30170 0.119
H -1.38776 0.88508 1.59602 0.129
H -0.18527 0.04330 2.62401 0.122
```

## Properties
Kohn-Sham gap (eV): 10.75
Charge: 0
HOMO level (eV): -9.7255


Model b:
This record from the OMol25 dataset describes one molecule with the formula C4H8O2. The level of theory is ωB97M-V/def2-TZVPD.

Structure (XYZ):
```
14
Properties=species:S:1:pos:R:3:lowdin_charge:R:1
O 1.08777 -0.78869 -1.67674 -0.032
C 0.52135 0.22347 -0.86333 -0.347
C -0.98340 -0.01040 -0.52166 -0.085
C -0.99370 -0.18150 1.02640 -0.212
O 0.33063 -0.58890 1.33493 -0.129
C 1.14568 0.27129 0.53549 -0.152
H 0.96819 -1.63624 -1.22990 0.097
H 0.68488 1.14945 -1.42572 0.147
H -1.35372 -0.80640 -1.18416 0.118
H -1.57882 0.87959 -0.69147 0.101
H -1.76656 -0.54550 1.66391 0.097
H -1.33774 0.82456 1.53615 0.138
H 1.09178 1.28640 0.95551 0.127
H 2.18364 -0.07712 0.54060 0.133
```

## Properties
Kohn-Sham gap (eV): 10.77
Charge: 0
HOMO level (eV): -9.7887
Structure (SMILES): O[C@H]1CCOC1


What should be chosen as the most stable of them? Choose model b.


Model a:
This record from the OMol25 dataset describes one molecule with the formula C4H8O2. The level of theory is ωB97M-V/def2-TZVPD.

Structure (XYZ):
```
14
Properties=species:S:1:pos:R:3:lowdin_charge:R:1
C -1.47588 0.99653 0.88033 -0.102
O -0.09896 0.89236 0.61239 -0.173
C 0.30482 -0.34033 0.05878 -0.383
C 0.22732 -0.38834 -1.46283 -0.027
C 1.72480 -0.57901 0.55922 -0.190
O 2.52265 -1.28881 -0.00103 0.062
H -1.65464 2.01354 1.23619 0.092
H -2.09258 0.82214 -0.01172 0.090
H -1.78312 0.28894 1.66359 0.092
H -0.30095 -1.16316 0.47853 0.155
H -0.78257 -0.60884 -1.81816 0.077
H 0.53829 0.57770 -1.86932 0.093
H 0.90527 -1.16164 -1.83615 0.081
H 1.96557 -0.06107 1.51019 0.134
```

## Properties
Kohn-Sham gap (eV): 10.79
Charge: 0
HOMO level (eV): -9.8831
Structure (SMILES): CO[C@@H](C)C=O


Model b:
This record from the OMol25 dataset describes one molecule with the formula C4H8O2. The level of theory is ωB97M-V/def2-TZVPD.

Structure (XYZ):
```
14
Properties=species:S:1:pos:R:3:lowdin_charge:R:1
C -0.50894 0.18222 2.01791 -0.106
O 0.36490 0.46792 0.95281 -0.156
C 0.23607 -0.41095 -0.14600 -0.354
C -0.92208 -0.13312 -1.10211 0.074
O 0.23277 0.64470 -2.12255 -0.163
C 1.18912 0.04266 -1.23882 -0.174
H -1.56157 0.29624 1.72275 0.086
H -0.36619 -0.83837 2.40458 0.090
H -0.29825 0.89305 2.82144 0.092
H 0.33334 -1.44767 0.20361 0.145
H -1.65404 0.58815 -0.70367 0.101
H -0.65402 -0.34720 -2.21841 0.118
H 1.84670 0.83497 -0.89647 0.124
H 1.76220 -0.77261 -1.69506 0.124
```

## Properties
Kohn-Sham gap (eV): 10.15
Charge: 0
HOMO level (eV): -9.1510
Structure (SMILES): COC1COC1


What should be chosen as the most stable of them? Choose model a.


Model a:
This record from the OMol25 dataset describes one molecule with the formula C4H8O2. The level of theory is ωB97M-V/def2-TZVPD.

Structure (XYZ):
```
14
Properties=species:S:1:pos:R:3:lowdin_charge:R:1
C -2.07109 -0.44362 -0.46802 -0.098
C -0.57593 -0.22811 -0.68794 -0.281
O -0.25462 0.89850 0.13807 -0.184
C 1.16496 1.00489 0.40368 -0.156
C 1.90364 -0.19893 1.02962 -0.250
O 3.01599 -0.50675 0.67274 0.049
H -2.69309 0.41411 -0.76409 0.081
H -2.30173 -0.62274 0.58895 0.078
H -2.31893 -1.30356 -1.08011 0.067
H 0.11557 -1.28272 -0.35514 0.185
H -0.39586 0.01524 -1.77728 0.124
H 1.41723 1.86771 1.06280 0.139
H 1.57586 1.17943 -0.58621 0.119
H 1.41801 -0.79343 1.82294 0.126
```

## Properties
Kohn-Sham gap (eV): 10.79
Charge: 0
HOMO level (eV): -9.8186
Structure (SMILES): CCOCC=O


Model b:
This record from the OMol25 dataset describes C4H8O2 as an isolated structure. The level of theory is ωB97M-V/def2-TZVPD.

Structure (XYZ):
```
14
Properties=species:S:1:pos:R:3:lowdin_charge:R:1
C -1.05982 -0.03359 0.31216 -0.477
C -0.07179 1.13620 0.00264 -0.037
C 1.05894 0.09372 0.44424 -0.309
C 0.08609 -1.00009 0.12615 -0.105
H -3.16186 -0.29504 0.24746 0.261
H -1.50565 0.00173 1.27930 0.125
H -0.15054 2.13380 0.52120 0.115
H 0.01741 1.17950 -1.14056 0.142
H 1.28027 0.22211 1.44435 0.115
H 2.86708 0.52965 -0.29934 0.064
H 0.20275 -1.22844 -0.95626 0.140
H -0.06967 -1.94374 0.63128 0.113
O -2.18420 -0.05248 -0.47794 -0.107
O 2.23915 -0.16965 -0.40188 -0.038
```

## Properties
Kohn-Sham gap (eV): 10.17
Charge: 0
HOMO level (eV): -9.7893


What should be chosen as the most stable of them? Choose model a.


Model a:
This record from the OMol25 dataset describes one molecule with the formula C3H3F2NO. The level of theory is ωB97M-V/def2-TZVPD.

Structure (XYZ):
```
10
Properties=species:S:1:pos:R:3:lowdin_charge:R:1
C -1.56756 -0.52255 -0.07838 -0.126
C 0.65720 -0.64127 0.23639 -0.085
C 0.52267 0.81287 -0.38274 -0.470
N -0.65064 -1.11785 0.42527 0.165
O -0.64916 1.06346 -0.87398 0.017
F -2.84961 -0.48954 -0.12109 0.220
F 0.84757 1.60616 0.74904 -0.059
H 1.20213 -1.31346 -0.25539 0.083
H 1.07851 -0.53056 1.18354 0.110
H 1.40890 1.13273 -0.88266 0.143
```

## Properties
Kohn-Sham gap (eV): 10.84
Charge: 0
HOMO level (eV): -10.8899


Model b:
This record from the OMol25 dataset describes one molecule with the formula C3H3F2NO. The level of theory is ωB97M-V/def2-TZVPD.

Structure (XYZ):
```
10
Properties=species:S:1:pos:R:3:lowdin_charge:R:1
C -0.85942 0.36169 -0.32097 -0.042
C 0.26381 1.21838 -0.02611 -0.119
C -0.85149 -0.86352 0.26355 -0.100
N 2.08500 -0.29592 0.23498 0.065
O 1.42559 0.74082 0.14798 -0.058
F -1.91106 -1.68072 0.07898 0.037
F 1.44308 -1.41796 -0.46610 -0.160
H -1.68457 0.81908 -0.81227 0.104
H 0.07744 2.34847 0.09579 0.162
H 0.01163 -1.23033 0.80419 0.111
```

## Properties
Kohn-Sham gap (alpha / beta) (eV): 8.60 / 8.17
Charge: 0
HOMO level (alpha / beta) (eV): -8.8443 / -8.3432


Model c:
This record from the OMol25 dataset describes one molecule with the formula C3H3F2NO. The level of theory is ωB97M-V/def2-TZVPD.

Structure (XYZ):
```
10
Properties=species:S:1:pos:R:3:lowdin_charge:R:1
O -0.38598 1.78155 0.01879 0.066
C -1.02855 0.78231 0.33576 -0.253
C -0.69111 -0.58622 0.09162 -0.180
N 0.41895 -0.63273 -0.84669 0.132
C 1.44786 0.01376 -0.53901 -0.450
F 1.57912 0.33873 0.74204 0.120
F 2.65508 -0.12877 -1.05854 0.159
H -2.07382 0.73076 0.77423 0.136
H -1.63453 -1.01401 -0.29808 0.137
H -0.28702 -1.28539 0.77989 0.132
```

## Properties
Kohn-Sham gap (eV): 11.02
Charge: 0
HOMO level (eV): -10.4733
Structure (SMILES): O=CCN=C(F)F


Model d:
This record from the OMol25 dataset describes one molecule with the formula C3H3F2NO. The level of theory is ωB97M-V/def2-TZVPD.

Structure (XYZ):
```
10
Properties=species:S:1:pos:R:3:lowdin_charge:R:1
C 0.12176 -1.06271 -0.93854 -0.041
C -0.00363 0.68603 0.61746 -0.179
C -0.68990 -0.00231 -0.53971 -0.276
N 1.36280 0.48810 0.25483 0.005
O 0.44983 -2.17112 -1.18544 0.219
F -2.09765 -0.33137 -0.44283 -0.032
F 2.09880 -0.08015 1.30614 -0.108
H -0.24455 1.65977 0.59232 0.075
H -0.25236 0.17881 1.68463 0.192
H -0.74509 0.63494 -1.34886 0.145
```

## Properties
Kohn-Sham gap (alpha / beta) (eV): 9.25 / 7.56
Charge: 0
HOMO level (alpha / beta) (eV): -9.5772 / -8.2630


What should be chosen as the most stable of them? Choose model c.